*one*
The following is a quantum chemistry calculation of the ion C3H10N2 with charge +1, from OMol25.

Geometry (Å):
H 0.606 2.129 1.026
N -1.720 -1.642 0.523
H -1.483 0.875 0.107
H 1.995 0.101 0.452
H -0.222 2.104 -0.719
H 0.249 -1.532 0.355
C 1.733 0.786 -0.303
C -0.524 -0.905 -0.081
N -0.528 0.496 0.293
C 0.338 1.494 0.067
H 2.509 1.482 -0.693
H 1.225 0.210 -1.105
H -1.518 -2.295 1.365
H -2.060 -2.295 -0.076
H -0.600 -1.009 -1.211

Results
multiplicity	2
expectation value of S²	0.75
orbital gap (alpha / beta)	0.4152 / 0.2469	hartree
charge	+1

*two*
The following is a quantum chemistry calculation of the ion C3H10N2 with charge +1, from OMol25.

Geometry (Å):
H -0.349 1.372 0.840
H 1.878 2.355 1.318
H 1.008 1.417 -0.759
N -1.957 -1.276 -1.007
H -1.786 -0.522 -1.753
H -1.471 -2.056 -1.475
H 0.550 -0.569 -1.163
C -1.216 -0.882 0.182
C 0.253 -0.466 -0.092
H -1.656 -0.059 0.755
C 0.596 1.063 0.229
H -1.206 -1.801 0.824
H 2.595 1.214 0.499
H 0.925 -1.103 0.481
N 1.836 1.312 1.122

Results
multiplicity	2
expectation value of S²	0.76
orbital gap (alpha / beta)	0.4426 / 0.1474	hartree
charge	+1

Which of them is the most stable? Correct choice: *one*.

*one*
The following is a quantum chemistry calculation of the ion C3H10N2 with charge +1, from OMol25.

Geometry (Å):
H 0.713 -1.931 -2.201
H -0.089 -0.488 1.757
C 0.413 0.263 -0.142
N 0.309 -0.998 -2.241
H -0.381 -1.033 -2.984
H -1.392 0.441 1.060
N 0.026 1.474 2.126
H -0.484 -1.702 -0.373
H 1.418 -0.135 0.032
H 0.348 2.392 1.782
C -0.368 -0.792 -0.957
H 0.636 1.282 2.925
H -1.334 -0.348 -1.210
C -0.298 0.443 1.215
H 0.484 1.135 -0.791

Results
multiplicity	2
expectation value of S²	0.76
orbital gap (alpha / beta)	0.3850 / 0.1685	hartree
charge	+1

*two*
The following is a quantum chemistry calculation of a cluster of 2 separate species, C3H10N2 in total, from OMol25.

Geometry (Å):
H -3.955 3.161 2.684
H -3.015 0.178 3.042
H 3.638 -1.088 -1.430
N 2.077 0.139 -1.931
H 2.894 -1.347 -3.070
H 2.117 -3.039 -1.943
C 2.699 -1.129 -1.999
H -4.415 0.839 1.960
H 2.532 0.951 -2.357
H -2.697 2.410 3.777
C -3.378 2.286 2.933
H 1.979 -2.344 -0.440
C -3.579 1.003 2.644
N 1.925 -2.182 -1.440
H 1.179 0.160 -2.429

Results
multiplicity	2
expectation value of S²	0.76
orbital gap (alpha / beta)	0.3081 / 0.0954	hartree
charge	+1

Which of them is the most stable? Correct choice: *one*.

*one*
The following is a quantum chemistry calculation of a structure of composition C2H5I2P, from OMol25.

Geometry (Å):
H -1.965 -0.252 0.153
H -0.677 -1.475 -0.625
C -1.068 -0.389 -0.579
H -1.611 -0.063 -1.632
H 1.124 0.294 -0.918
I 2.094 -1.970 0.945
C 0.110 0.479 -0.214
P 0.682 -0.022 1.494
I -0.451 2.597 -0.077
H 1.763 0.800 1.453

Results
orbital gap	0.3342	hartree
charge	0

*two*
The following is a quantum chemistry calculation of a structure of composition C2H5I2P, from OMol25.

Geometry (Å):
H 1.866 1.887 0.214
C -1.479 -0.599 0.579
H -0.541 0.712 -1.648
H 0.611 -1.084 -1.090
I -0.035 -1.629 1.824
C 1.815 0.996 -0.533
H 2.193 0.035 -0.212
I -2.581 0.819 1.527
H -2.091 -1.326 -0.106
P 0.243 0.188 -0.557

Results
orbital gap	0.2938	hartree
charge	0

*three*
The following is a quantum chemistry calculation of a cluster of 2 separate species, C2H5I2P in total, from OMol25.

Geometry (Å):
C -0.661 0.450 0.077
H -1.274 -1.122 -1.247
H -0.266 0.648 1.102
I 2.381 -1.501 0.656
I 3.307 2.340 0.454
C -1.373 -0.772 -0.210
H -2.376 -0.317 -0.071
H -1.146 -1.474 0.562
P 2.314 0.473 -0.731
H -0.905 1.275 -0.593

Results
orbital gap (alpha / beta)	0.2757 / 0.2434	hartree
charge	0

Which of them is the most stable? Correct choice: *one*.